{
  "formula": "C31H55BrNO3P3Ti",
  "method": "ωB97M-V/def2-TZVPD",
  "e_lumo_ha": [-0.525, -0.525],
  "fmax_ev_per_a": 7.5,
  "spin_multiplicity": 1,
  "charge": 4,
  "species": ["N", "C", "C", "C", "C", "C", "C", "Ti", "P", "C", "C", "C", "C", "C", "C", "C", "Br", "H", "H", "H", "H", "H", "H", "H", "H", "H", "H", "P", "C", "C", "H", "H", "H", "H", "H", "C", "C", "H", "H", "H", "H", "H", "C", "C", "H", "H", "H", "H", "H", "C", "C", "H", "H", "H", "H", "H", "C", "C", "H", "H", "H", "H", "H", "C", "C", "H", "H", "H", "H", "H", "C", "C", "O", "P", "O", "C", "C", "O", "C", "C", "H", "H", "H", "H", "H", "H", "H", "H", "H", "H", "H", "H", "H", "H", "H"],
  "coordinates": [[-5.3930, -1.6743, 2.8866], [-4.6025, -0.7274, 3.3764], [-4.3008, 0.4213, 2.6561], [-4.9096, 0.6042, 1.3783], [-5.6684, -0.4647, 0.8428], [-5.9269, -1.5485, 1.6803], [-4.3989, 1.6689, 0.5497], [0.6607, 0.8461, -0.7759], [2.9841, 0.4223, -1.7571], [-4.3156, 1.6238, -0.8407], [-3.1712, 2.1244, -1.5426], [-2.7109, 1.6595, -2.8156], [-1.4102, 1.9355, -3.2182], [-0.5427, 2.5307, -2.2354], [-1.1597, 3.4738, -1.3463], [-2.4628, 3.2262, -0.9710], [1.3118, 3.1621, -2.7469], [-3.9460, 2.4895, 1.1505], [-4.9178, 0.9009, -1.4479], [-3.6126, 1.1787, 3.0569], [-6.0850, -0.4024, -0.1490], [-4.2193, -0.8004, 4.4110], [-6.6537, -2.3078, 1.3710], [-3.3957, 1.0641, -3.4288], [-2.9531, 3.8110, -0.1954], [-1.0335, 1.6740, -4.2240], [-0.5826, 4.3274, -0.9450], [-0.2946, -1.7162, -0.8829], [3.6468, 2.0370, -1.1772], [4.3795, 2.8155, -2.2722], [4.3297, 1.8402, -0.3351], [2.8149, 2.6295, -0.7440], [4.7275, 3.7694, -1.8593], [5.2443, 2.2444, -2.6267], [3.7284, 3.0628, -3.1222], [2.3826, 0.3547, -3.4883], [3.4869, 0.3371, -4.5282], [1.7019, 1.2198, -3.6829], [1.7343, -0.5373, -3.5725], [3.0423, 0.4261, -5.5338], [4.2016, 1.1596, -4.4067], [3.9974, -0.6320, -4.4683], [4.2670, -0.8590, -1.5961], [5.6586, -0.3058, -1.8993], [4.0196, -1.7177, -2.2464], [4.1870, -1.2259, -0.5610], [6.4077, -1.1003, -1.7931], [5.7259, 0.0755, -2.9298], [5.9147, 0.5045, -1.2033], [0.4780, -3.2454, -0.1654], [1.9573, -3.4149, -0.4896], [-0.0909, -4.1047, -0.5605], [0.3424, -3.2267, 0.9236], [2.2650, -4.4499, -0.2898], [2.1846, -3.2055, -1.5384], [2.5822, -2.7684, 0.1355], [-0.2066, -2.2432, -2.6530], [-1.1758, -1.5289, -3.5798], [-0.3827, -3.3284, -2.6745], [0.8307, -2.0865, -2.9738], [-0.8589, -1.6654, -4.6209], [-2.1970, -1.9232, -3.4937], [-1.2319, -0.4502, -3.3971], [-2.0921, -2.0381, -0.5615], [-2.4644, -2.6757, 0.7655], [-2.4739, -2.6568, -1.3855], [-2.5765, -1.0563, -0.6440], [-3.5272, -2.9618, 0.7638], [-1.8958, -3.5879, 0.9897], [-2.3396, -1.9784, 1.6021], [0.8139, -3.4207, 4.3551], [0.1502, -2.4029, 3.4569], [1.1125, -1.8173, 2.4958], [1.2237, -0.3533, 1.7149], [1.3223, 0.6751, 2.9843], [1.3549, 0.4766, 4.4573], [0.0694, 0.9905, 5.0349], [0.5252, 2.0995, 0.4603], [0.6241, 3.2083, 1.3591], [-0.6573, 3.4854, 2.1163], [1.2855, -4.2253, 3.7818], [0.0708, -3.8991, 5.0180], [1.5500, -2.9918, 5.0404], [-0.6388, -2.8791, 2.8580], [-0.3040, -1.6005, 4.0488], [1.5275, -0.5757, 4.7069], [2.1983, 1.0933, 4.8039], [-0.7933, 0.3982, 4.7014], [0.1056, 0.9303, 6.1283], [-0.0791, 2.0342, 4.7689], [1.4313, 2.9879, 2.0709], [0.9503, 4.0563, 0.7461], [-0.9938, 2.6152, 2.6895], [-0.4209, 4.2910, 2.8204], [-1.4433, 3.8196, 1.4389]],
  "mulliken_charge": [-0.408, -0.625, -0.224, 0.460, -0.315, -0.695, -0.164, 0.999, 1.114, -0.826, 0.640, -0.547, -0.858, -0.341, -0.914, -0.752, 0.133, 0.480, 0.460, 0.492, 0.522, 0.402, 0.398, 0.573, 1.172, 0.505, 0.781, 1.715, -0.196, -1.473, 0.734, 0.033, 0.435, 0.322, 0.365, 0.282, -1.505, -0.103, -0.205, 0.442, 0.284, 0.392, -0.240, -1.382, 0.438, 0.429, 0.446, 0.310, 0.361, -0.713, -1.326, 0.784, -0.129, 0.461, 0.305, 0.226, -1.101, -1.249, 0.569, 0.378, 0.486, 0.387, -0.005, -0.301, -1.244, 0.606, -0.055, 0.419, 0.425, 0.120, -1.462, 0.432, -0.417, 0.414, -0.099, -0.026, -0.932, -0.304, -0.737, -0.775, 0.348, 0.417, 0.334, 0.049, 0.234, 0.148, 0.402, 0.107, 0.429, 0.338, 0.636, 0.521, -0.061, 0.486, 0.124]
}